Here is a cluster of 2 separate species, C3H6Cl2OSi in total from the Open Molecules 2025 dataset. Energies are from ωB97M-V/def2-TZVPD.

Atoms and positions in Å:
C (1.9013, 1.5281, 0.2944)
C (0.9710, 0.7220, -0.1957)
C (-1.5079, -1.2702, 0.2061)
O (0.9651, -1.2177, 1.9876)
Si (0.1856, -0.6837, 0.7673)
Cl (0.8135, -2.9633, 3.0586)
Cl (0.9275, -2.4012, -2.3324)
H (2.3398, 2.3164, -0.2956)
H (2.2661, 1.4311, 1.3043)
H (0.6371, 0.8303, -1.2198)
H (-1.6633, -1.0769, -0.8521)
H (-1.6011, -2.3450, 0.3592)
H (-2.3091, -0.7877, 0.7633)

Summary:
HOMO level (alpha / beta), eV: -7.9 / -7.9
DFT total energy, Ha: -1402.87575
F_max, Eh/bohr: 0.1083
Relative energy (zero: lowest compared OMol25 entry of this formula, charge and spin), eV: 6.5329
E_LUMO (alpha / beta), eV: -4.7755 / -4.7823
HOMO-LUMO gap (alpha / beta), eV: 3.150 / 3.147

Here is a structure of composition C18H27BCl2N6O2Ru from the Open Molecules 2025 dataset. Energies are from ωB97M-V/def2-TZVPD.

Atoms and positions in Å:
Ru (-0.2369, 0.8942, -0.7947)
C (1.1767, -0.0684, -3.9038)
C (1.2667, -0.9958, -2.7411)
C (1.8278, -2.2691, -2.6579)
C (1.6586, -2.6768, -1.3446)
C (2.0778, -3.9506, -0.6944)
N (1.0226, -1.6980, -0.6769)
N (0.7774, -0.6746, -1.5431)
B (0.5965, -1.6103, 0.8268)
N (-0.9241, -1.4110, 0.8650)
N (-1.4674, -0.6429, -0.1127)
C (-2.7960, -0.8423, -0.0726)
C (-3.7592, -0.3711, -1.1103)
C (-3.0970, -1.6854, 0.9930)
C (-1.8830, -2.0394, 1.5556)
C (-1.5960, -2.9528, 2.6971)
N (1.2714, -0.3752, 1.4389)
N (1.3138, 0.7569, 0.6858)
C (2.2107, 1.5727, 1.2673)
C (2.6772, 2.8748, 0.7166)
C (2.7071, 0.9633, 2.4171)
C (2.1018, -0.2771, 2.4851)
C (2.2711, -1.3619, 3.4929)
H (0.9703, -0.6195, -4.8194)
H (2.1147, 0.4716, -4.0418)
H (0.3779, 0.6608, -3.7643)
H (2.3003, -2.8257, -3.4490)
H (2.5584, -4.5919, -1.4293)
H (1.2219, -4.4820, -0.2788)
H (2.7836, -3.7668, 0.1157)
H (0.9258, -2.6008, 1.4013)
H (-3.2770, 0.2019, -1.8944)
H (-4.5668, 0.2165, -0.6722)
H (-4.2154, -1.2416, -1.5826)
H (-4.0708, -2.0473, 1.2762)
H (-2.5037, -3.4784, 2.9838)
H (-1.2412, -2.3916, 3.5628)
H (-0.8348, -3.6881, 2.4397)
H (2.3652, 3.0163, -0.3098)
H (3.7665, 2.8971, 0.7303)
H (2.3342, 3.7162, 1.3211)
H (3.4391, 1.3671, 3.0959)
H (2.9573, -1.0323, 4.2694)
H (2.6729, -2.2687, 3.0409)
H (1.3197, -1.6165, 3.9601)
Cl (0.5285, 3.1720, -1.9599)
C (0.1921, 4.5049, -0.7880)
Cl (1.4131, 5.7491, -0.8831)
H (0.1616, 4.0613, 0.1996)
H (-0.7628, 4.9263, -1.0785)
C (-3.7852, 3.3202, -0.8907)
O (-2.8275, 2.4624, -1.5791)
C (-1.8691, 1.9789, -0.8597)
O (-1.6036, 2.2180, 0.3187)
H (-4.3220, 3.8393, -1.6758)
H (-3.2634, 4.0168, -0.2401)
H (-4.4576, 2.6951, -0.3082)

Summary:
HOMO level (alpha / beta), eV: -11.5 / -11.7
DFT total energy, Ha: -2221.10916
F_max, Eh/bohr: 0.0244
Relative energy (zero: lowest compared OMol25 entry of this formula, charge and spin), eV: 1.1893
Charge: +1
2S+1: 2
E_LUMO (alpha / beta), eV: -2.7338 / -4.1461
Expectation value of S²: 0.75
HOMO-LUMO gap (alpha / beta), eV: 8.812 / 7.592